Entry i
Here is C19H20N2O3S in the gas phase from the OMol25 dataset. Energies are from wB97M-V/def2-TZVPD.

Element x y z (Å)
S: -2.7002 -0.2445 1.0952
O: -2.3354 -0.4333 -2.7452
O: 0.8965 -2.4630 -0.3525
O: 4.4684 0.9379 -0.0120
N: 2.6175 -0.3425 0.2354
N: 1.2034 1.4051 -1.3082
C: -5.1612 -0.6126 0.4789
C: -4.4943 -0.3710 -0.7363
C: 0.5805 2.2422 -0.4136
C: -0.4352 -2.8649 -0.5584
C: 0.2370 3.9951 1.1369
C: -0.7970 1.9201 -0.3887
C: -1.6621 2.7023 0.3756
C: 1.1114 3.2663 0.3599
C: 2.9635 -2.6789 0.8691
C: 1.4985 -3.0966 0.7604
C: 2.6188 1.3226 -1.5102
C: 3.3477 0.6194 -0.3453
C: -4.3188 -0.5870 1.5469
C: -2.1647 0.0671 -1.6442
C: 0.2760 0.5721 -1.8359
C: -1.1332 3.7249 1.1310
C: -0.9670 0.8217 -1.2979
C: -3.1559 -0.1326 -0.5762
C: 3.1279 -1.2125 1.2678
H: 3.4470 -3.3080 1.6168
H: 0.6135 4.7986 1.7516
H: 1.7359 -0.6376 -0.1658
H: 0.9549 -2.8263 1.6796
H: 2.8211 0.7572 -2.4244
H: -1.0622 -2.6059 0.3033
H: -4.5519 -0.7507 2.5806
H: 3.4478 -2.8479 -0.0936
H: 1.4334 -4.1885 0.6375
H: -0.7951 -2.3396 -1.4401
H: 4.1827 -0.9654 1.4110
H: 3.0488 2.3218 -1.6216
H: 0.5421 -0.1806 -2.5537
H: -0.4975 -3.9459 -0.7279
H: 2.1681 3.4843 0.3525
H: -1.7896 4.3361 1.7324
H: -6.2164 -0.8039 0.5563
H: -4.9694 -0.3545 -1.7004
H: -2.7259 2.5195 0.3693
H: 2.5903 -1.0202 2.2040

Computed properties:
* SMILES string: COCCCNC(=O)Cn1cc(C(=O)c2cccs2)c2ccccc21
* highest occupied orbital energy: -0.303 hartree

Entry ii
Here is C19H20N2O3S in the gas phase from the OMol25 dataset. Energies are from wB97M-V/def2-TZVPD.

Element x y z (Å)
S: -2.9587 0.9640 0.3699
O: 3.0456 2.8503 -1.1604
O: -3.8818 1.4241 -0.6199
O: -3.2564 1.1485 1.5866
N: -2.3175 -0.5446 -0.0958
N: 2.4439 0.7243 -0.3124
C: -0.9266 -0.9221 1.9362
C: -0.5773 4.4372 0.3729
C: 2.2567 1.9887 -0.4832
C: 3.7712 0.1641 -0.3704
C: -1.2937 -1.2844 0.4518
C: -1.5264 2.0900 0.1010
C: 0.6088 3.8661 0.3902
C: 4.2496 -0.9384 0.6297
C: -2.3283 -0.9642 -1.4542
C: 0.3435 -2.7379 0.1809
C: 3.7584 -1.4135 -0.6627
C: -0.3678 1.7371 -0.0783
C: 0.8425 2.6111 -0.1313
C: -1.5695 3.4186 0.6161
C: -0.6483 -2.1064 -0.2099
C: 0.1402 -1.6700 2.5155
C: -3.8304 -1.6359 -1.5409
C: -1.4260 -1.9154 -1.5196
C: 0.8364 -2.4732 1.4386
H: -4.0228 -2.1933 -2.5990
H: -1.3396 -0.2642 2.5457
H: -0.2777 0.7114 -0.3743
H: -4.1732 -2.3550 -0.9633
H: -0.6679 5.4525 0.8977
H: -0.6496 -2.0749 -2.4633
H: -2.6196 3.5191 0.9603
H: 1.4492 4.4366 0.3283
H: -4.4645 -0.8573 -1.5018
H: 0.9000 -3.4224 -0.3001
H: -1.8947 -3.0075 -1.8242
H: 4.5607 -1.5088 -1.3370
H: -2.4401 -0.2758 -2.1080
H: 1.6975 -3.0527 1.8182
H: 2.8845 -1.8817 -0.8479
H: 4.3011 0.9192 -0.8134
H: 0.5275 -1.3801 3.4707
H: 3.6406 -0.9501 1.5378
H: 1.8715 0.1514 0.5015
H: 5.3292 -0.7846 1.1220

Computed properties:
* SMILES string: C[C@@H]1Cc2ccccc2N1S(=O)(=O)c1cccc(C(=O)NC2CC2)c1
* highest occupied orbital energy: -0.310 hartree

The winner here is entry i, beating the second structure by 1437.2 kJ/mol.

Entry i
Here is an isolated ion of composition C3H11N2 and charge +1 from the OMol25 dataset. Energies are from wB97M-V/def2-TZVPD.

Element x y z (Å)
N: -0.0598 0.7383 -1.5247
N: -0.1469 1.1255 1.1922
C: -0.3470 -1.1107 -0.0438
C: 0.5901 -0.5629 -1.1471
C: 0.0278 -0.3717 1.3166
H: 0.1412 1.4493 0.2328
H: 1.5927 -0.3194 -0.7918
H: 0.5059 1.2404 -2.1971
H: -1.1492 1.2991 1.1398
H: 1.1029 -0.5982 1.2891
H: -1.4172 -0.9667 0.0278
H: -0.4172 -2.2092 0.0650
H: -1.0261 0.6095 -1.7902
H: -0.3982 -0.6233 2.2971
H: 0.5542 -1.3210 -1.9171
H: 0.4467 1.6210 1.8513

Computed properties:
* charge: +1
* SMILES string: NCCC[NH3+]
* highest occupied orbital energy: -0.523 hartree

Entry ii
Here is a 2-piece molecular cluster, C3H11N2 overall from the OMol25 dataset. Energies are from wB97M-V/def2-TZVPD.

Element x y z (Å)
N: 1.9703 -0.3633 0.6370
N: -0.5489 0.3083 -0.3642
C: -1.3324 0.7569 0.7773
C: -1.2352 -0.7675 -1.0688
C: 0.6925 0.7007 -0.5779
H: -2.2118 1.2736 0.5686
H: -1.6180 -0.2060 1.3131
H: 2.1046 -1.3317 0.2437
H: -1.2837 -1.5165 -0.3334
H: 1.1620 1.4915 -0.0383
H: -0.7589 -1.0223 -2.0621
H: -2.2505 -0.4730 -1.2388
H: 1.0291 0.3416 -1.5645
H: -0.7204 1.5263 1.3614
H: 1.5408 -0.5671 1.6400
H: 2.9608 -0.0073 0.7177

Computed properties:
* charge: +1
* highest occupied orbital energy: -0.530 hartree

The winner here is entry i, beating the second structure by 55.6 kJ/mol.

Entry i
Here is a 3-piece molecular cluster, C3H11N2 overall from the OMol25 dataset. Energies are from wB97M-V/def2-TZVPD.

Element x y z (Å)
N: -0.4264 0.1082 -0.3527
N: 1.8183 1.0145 -0.1275
C: -0.7720 -0.8747 0.6320
C: 0.5518 1.0794 0.2160
C: -1.5708 0.7572 -1.0352
H: 0.1946 -1.4999 0.8221
H: -2.2239 1.3218 -0.3036
H: -2.2496 -0.0425 -1.4656
H: -1.3377 1.5381 -1.7375
H: 1.6926 -1.2452 1.4999
H: -1.5348 -1.5236 0.1545
H: -1.2517 -0.5380 1.5659
H: 2.3981 0.3562 -0.7135
H: 0.0517 -0.6147 -1.0366
H: 2.3813 -1.7691 1.9560
H: 2.2786 1.9320 -0.0742

Computed properties:
* charge: +1
* highest occupied orbital energy: -0.514 hartree

Entry ii
Here is an isolated ion of composition C3H11N2 and charge +1 from the OMol25 dataset. Energies are from wB97M-V/def2-TZVPD.

Element x y z (Å)
N: -0.9156 1.2780 -0.0621
N: -0.5529 -1.1773 -0.9290
C: 0.5658 1.1605 -0.0849
C: 0.9784 -0.0719 0.6964
C: 0.0988 -1.3091 0.3777
H: -0.6145 -1.5129 1.1636
H: 0.6838 -2.2222 0.3207
H: -1.1999 -1.9394 -1.0694
H: 0.8922 1.2027 -1.1214
H: -1.2646 1.2057 0.8954
H: -1.2994 2.1160 -0.4833
H: 1.9953 -0.3639 0.4487
H: -1.1858 0.3944 -0.5217
H: 0.9505 2.0870 0.3417
H: 0.8323 0.1588 1.7515
H: 0.0356 -1.0063 -1.7238

Computed properties:
* charge: +1
* SMILES string: NCCC[NH3+]
* highest occupied orbital energy: -0.521 hartree

The winner here is entry ii, beating the second structure by 473.2 kJ/mol.

Entry i
Here is a 2-piece molecular cluster, C3H11N2 overall from the OMol25 dataset. Energies are from wB97M-V/def2-TZVPD.

Element x y z (Å)
N: -0.3739 0.1408 0.6833
N: 0.7087 -1.5980 -1.0292
C: 1.0200 -1.3634 -2.2246
C: 0.6557 0.9021 1.5055
C: -1.5599 1.0368 0.3853
H: -2.0092 1.4429 1.3216
H: 0.2097 -1.3245 -3.0025
H: 0.9052 1.8505 1.0105
H: -2.1799 0.3301 -0.2944
H: 1.5585 0.2470 1.6506
H: 0.3737 -2.4994 -0.8907
H: -1.1060 1.9405 -0.2331
H: -0.6522 -0.6332 1.2703
H: 0.2923 1.1339 2.5255
H: 2.0670 -1.1205 -2.5562
H: 0.0902 -0.4855 -0.1218

Computed properties:
* charge: +1
* highest occupied orbital energy: -0.497 hartree

Entry ii
Here is a 2-piece molecular cluster, C3H11N2 overall from the OMol25 dataset. Energies are from wB97M-V/def2-TZVPD.

Element x y z (Å)
N: 1.7636 -0.0175 -1.0872
N: -0.4862 1.2306 0.9212
C: -0.9707 0.2011 1.7381
C: 0.9731 -0.9126 -1.9983
C: -2.1840 -0.3423 1.7404
H: -2.9841 0.0028 1.1186
H: 0.0696 1.9591 1.2526
H: -2.6537 -1.1164 2.4562
H: 0.0691 -1.1894 -1.3552
H: 2.5618 0.3686 -1.5904
H: 2.1412 -0.6216 -0.2255
H: -0.3599 0.1970 2.6765
H: -1.0904 1.5830 0.1622
H: 0.6455 -0.2259 -2.8108
H: 1.0557 0.7344 -0.6364
H: 1.4497 -1.8508 -2.3620

Computed properties:
* charge: +1
* highest occupied orbital energy: -0.447 hartree

Entry iii
Here is a 2-piece molecular cluster, C3H11N2 overall from the OMol25 dataset. Energies are from wB97M-V/def2-TZVPD.

Element x y z (Å)
N: 1.4305 -0.4735 -1.0772
N: -1.5429 -0.1976 -0.6094
C: -2.3199 0.6882 0.4026
C: 1.3518 -0.2155 1.4090
C: 1.5726 0.2494 0.1471
H: -1.9436 1.7081 0.4810
H: 1.9036 0.1446 -1.8909
H: -3.3412 0.6900 0.1489
H: -2.1021 0.1520 1.3395
H: 1.4988 0.6095 2.2139
H: 1.3449 -1.2928 1.5539
H: 2.1159 -1.4340 -1.0507
H: 1.6547 1.2721 0.0517
H: -0.4482 -0.3645 -0.6643
H: -1.8056 -1.1493 -0.4943
H: -1.7174 0.0294 -1.6343

Computed properties:
* charge: +1
* highest occupied orbital energy: -0.479 hartree

The winner here is entry ii, beating the second structure by 13.6 kJ/mol.